*A*
The following is a DFT calculation (wB97M-V/def2-TZVPD) of a gas-phase ion, C6H8N3OS (charge +1).

CARTESIAN COORDINATES (ANGSTROEM)
H  -2.291  1.750  -1.668
H  1.962  1.584  0.361
H  -2.740  -0.273  2.484
N  -0.220  1.260  -1.297
H  -1.291  0.529  1.673
C  1.021  0.087  1.151
H  1.994  -1.095  -0.806
H  2.444  0.343  -1.767
H  0.766  0.733  1.944
N  1.901  0.519  0.246
C  -1.655  -0.306  2.162
C  1.805  -0.107  -1.010
S  -0.543  -1.519  2.262
C  0.357  -0.002  -1.240
C  -0.563  -0.950  -1.260
O  -1.720  -0.318  -1.506
C  -1.487  1.004  -1.491
N  0.567  -1.099  1.099
H  -0.306  -2.142  -1.336

Total charge: +1
Molar mass, g mol⁻¹: 170.217
HOMO level (spin up / spin down), eV: -13.0 / -13.0
Frontier orbital gap (spin up / spin down), eV: 6.90 / 6.90

*B*
The following is a DFT calculation (wB97M-V/def2-TZVPD) of a gas-phase ion, C6H8N3OS (charge +1).

CARTESIAN COORDINATES (ANGSTROEM)
N  -0.193  2.297  -1.404
H  -2.292  0.382  -1.203
C  -2.504  -0.066  -0.219
H  -3.476  -0.781  -0.277
S  2.572  -0.800  -0.225
H  0.973  -1.996  -2.477
C  -1.325  -0.800  0.191
C  2.136  0.501  1.070
N  0.082  0.137  -0.166
H  2.699  0.199  2.007
C  -0.082  1.294  -0.844
H  0.351  -0.515  1.712
H  0.052  1.252  1.603
N  0.423  -1.270  -1.944
H  -2.473  0.858  0.430
O  -1.043  -1.706  0.849
C  0.886  -0.756  -0.938
C  0.645  0.377  1.151
H  2.570  1.393  0.683

Total charge: +1
Molar mass, g mol⁻¹: 170.217
HOMO level, eV: -13.9
SMILES: [H]/N=C1\SCC[N@+]1(C#N)C(C)=O
Frontier orbital gap, eV: 9.72

Ordering by calculated energy gives the sequence *B*, *A*, with the first entry being the most stable.

*A*
The following is a DFT calculation (wB97M-V/def2-TZVPD) of a molecular structure, Cl3MnO4S.

CARTESIAN COORDINATES (ANGSTROEM)
O  15.565  -23.157  -0.801
O  14.508  -22.454  -2.827
Cl  16.027  -19.848  -4.385
O  15.730  -24.516  -2.757
Cl  12.973  -21.625  -6.504
Cl  12.209  -19.713  -3.054
Mn  14.088  -21.172  -4.206
S  14.852  -23.655  -2.006
O  13.598  -24.334  -1.691

Total charge: -3
Molar mass, g mol⁻¹: 257.360
Spin multiplicity: 6
HOMO level (spin up / spin down), eV: 1.8 / 1.8
Frontier orbital gap (spin up / spin down), eV: 6.44 / 6.41

*B*
The following is a DFT calculation (wB97M-V/def2-TZVPD) of a molecular structure, Cl3MnO4S.

CARTESIAN COORDINATES (ANGSTROEM)
Mn  0.486  1.401  0.064
O  -1.147  -1.449  0.740
Cl  1.423  3.521  -0.722
O  0.558  -2.393  -0.558
O  -1.473  -2.099  -1.491
Cl  2.178  0.511  1.478
Cl  -1.188  2.084  1.953
S  -0.575  -1.496  -0.647
O  -0.262  -0.081  -0.815

Total charge: -3
Molar mass, g mol⁻¹: 257.360
Spin multiplicity: 6
HOMO level (spin up / spin down), eV: 2.8 / 2.8
Frontier orbital gap (spin up / spin down), eV: 5.40 / 5.38

Ordering by calculated energy gives the sequence *A*, *B*, with the first entry being the most stable.

*A*
The following is a DFT calculation (wB97M-V/def2-TZVPD) of a molecular structure, HIN3P3.

CARTESIAN COORDINATES (ANGSTROEM)
N  0.647  -0.875  1.633
N  -1.548  -0.451  0.651
N  1.406  0.124  -0.553
P  1.208  1.096  -1.784
H  0.319  0.343  -2.653
I  -3.476  0.176  0.334
P  1.942  -0.694  0.765
P  -0.499  0.281  1.605

Total charge: 0
Molar mass, g mol⁻¹: 262.855
HOMO level, eV: -8.5
Frontier orbital gap, eV: 6.58

*B*
The following is a DFT calculation (wB97M-V/def2-TZVPD) of a molecular structure, HIN3P3.

CARTESIAN COORDINATES (ANGSTROEM)
P  1.714  1.516  0.250
P  -1.090  1.300  -0.596
N  0.210  2.043  -0.243
H  0.861  -1.960  -0.794
N  -1.089  -0.221  0.243
N  1.619  -0.005  0.559
I  -2.674  -1.505  0.037
P  0.449  -1.170  0.544

Total charge: 0
Molar mass, g mol⁻¹: 262.855
HOMO level, eV: -8.6
Frontier orbital gap, eV: 7.34

Ordering by calculated energy gives the sequence *B*, *A*, with the first entry being the most stable.

*A*
The following is a DFT calculation (wB97M-V/def2-TZVPD) of 11 unconnected molecules or ions with the total composition H24NO10.

CARTESIAN COORDINATES (ANGSTROEM)
O  -2.100  0.147  -2.493
H  2.292  0.924  0.914
O  0.954  2.347  -1.956
H  2.624  -0.611  0.012
H  1.869  2.602  -1.468
H  -1.786  -1.089  -1.410
H  0.133  0.434  -0.382
O  1.068  -2.208  0.887
O  0.915  -1.644  -1.987
H  -0.097  1.615  0.848
O  2.265  0.204  -0.428
H  -2.966  0.430  -2.505
O  -1.464  -2.144  -1.272
H  0.985  -3.167  0.997
H  3.031  0.673  -0.966
H  -1.754  3.544  1.685
H  -0.985  4.692  0.930
O  2.272  1.134  1.790
H  2.074  -2.130  0.881
O  -0.816  -1.007  3.309
H  0.529  3.158  -1.979
O  -2.435  -2.532  1.580
H  -1.866  -2.506  0.919
H  -1.937  0.313  -3.351
O  -0.752  3.958  1.517
H  1.399  -0.703  -2.009
H  1.258  -1.981  -2.654
H  -0.542  -1.964  -1.291
H  -2.434  -3.425  1.471
H  -0.791  0.072  0.797
H  -1.518  0.938  -0.310
H  2.570  1.927  1.760
N  -0.673  0.896  0.276
H  0.108  -1.343  3.073
H  -1.428  -1.554  2.816

Total charge: +1
Molar mass, g mol⁻¹: 198.189
HOMO level, eV: -13.4
Frontier orbital gap, eV: 9.79

*B*
The following is a DFT calculation (wB97M-V/def2-TZVPD) of 11 unconnected molecules or ions with the total composition H24NO10.

CARTESIAN COORDINATES (ANGSTROEM)
O  0.070  -0.192  -3.468
H  0.590  1.087  3.226
H  -2.668  -0.904  0.096
H  -2.193  0.722  -1.757
H  1.876  -2.751  0.988
H  0.195  0.497  4.589
H  0.392  -0.497  -0.943
H  3.475  0.727  -0.688
H  1.242  3.629  -0.517
H  1.131  0.087  0.556
O  2.141  1.773  2.549
O  -1.786  1.672  -1.625
H  -1.910  -1.347  -2.471
H  -3.255  -1.760  -1.770
H  -1.625  -3.000  1.036
H  -2.340  2.527  -1.576
H  -0.615  -0.568  0.225
H  -2.360  -3.086  -0.145
H  2.496  2.230  1.763
H  -3.336  0.270  1.151
N  0.189  -0.041  -0.003
H  0.040  0.848  -0.213
H  0.751  0.314  -3.751
O  -2.592  -1.042  -1.808
H  2.211  2.260  3.416
O  3.063  0.062  -1.257
O  -3.148  -0.755  0.902
H  3.452  -0.827  -1.259
H  -0.652  -0.336  -4.087
O  1.519  -2.244  1.710
H  2.659  3.119  -0.530
H  0.902  -2.751  2.184
O  1.703  2.807  -0.285
O  -0.096  0.513  3.675
O  -1.524  -3.043  0.090

Total charge: +1
Molar mass, g mol⁻¹: 198.189
HOMO level, eV: -13.5
Frontier orbital gap, eV: 10.58

Ordering by calculated energy gives the sequence *B*, *A*, with the first entry being the most stable.

*A*
The following is a DFT calculation (wB97M-V/def2-TZVPD) of C9H12N2O in the gas phase.

CARTESIAN COORDINATES (ANGSTROEM)
C  1.545  2.070  1.988
H  1.505  -1.849  -0.305
C  0.307  0.892  -0.306
H  -2.559  -2.730  0.314
H  -2.213  -4.184  -0.400
C  -1.915  -3.141  -0.456
N  -0.394  -1.751  0.441
H  -1.754  1.611  -1.516
H  -2.035  -2.731  -1.435
H  1.400  -1.993  1.494
H  -1.594  0.315  -2.966
C  0.934  2.842  1.078
N  -0.229  0.186  -1.289
O  -0.527  -3.009  -0.172
H  -0.060  3.000  -0.787
H  2.121  -0.079  2.378
C  -1.114  0.968  -2.169
C  0.976  0.152  0.679
H  2.043  2.505  2.834
C  0.415  2.333  -0.169
C  1.629  0.674  1.782
H  -0.299  1.444  -2.730
H  0.799  3.883  1.175
C  1.020  -1.409  0.537

Total charge: 0
Molar mass, g mol⁻¹: 164.208
HOMO level (spin up / spin down), eV: -8.0 / -8.0
Frontier orbital gap (spin up / spin down), eV: 8.93 / 6.96

*B*
The following is a DFT calculation (wB97M-V/def2-TZVPD) of C9H12N2O in the gas phase.

CARTESIAN COORDINATES (ANGSTROEM)
H  -2.568  1.793  -1.082
C  0.749  1.161  -0.231
H  2.581  1.530  -1.091
C  -0.562  0.962  -0.271
N  -0.458  -3.257  1.543
C  -0.115  -1.935  -0.228
H  1.557  3.027  -0.825
H  -1.092  2.094  -1.997
N  -1.056  -1.349  0.518
H  1.703  -0.403  0.769
H  2.354  1.341  1.147
C  -1.240  -2.213  1.593
H  -1.935  -1.868  2.283
C  -1.513  1.299  -1.362
H  -1.653  0.496  -2.105
H  1.059  -3.640  0.191
C  -1.310  0.009  0.746
O  -1.929  0.389  1.703
C  1.614  1.992  -1.207
H  0.818  0.767  1.922
C  1.417  0.698  1.000
H  1.173  1.905  -2.128
C  0.182  -3.130  0.335
H  0.224  -1.669  -1.224

Total charge: 0
Molar mass, g mol⁻¹: 164.208
HOMO level, eV: -9.2
SMILES: CC(C)=C(C)C(=O)n1ccnc1
Frontier orbital gap, eV: 9.84

Ordering by calculated energy gives the sequence *B*, *A*, with the first entry being the most stable.

*A*
The following is a DFT calculation (wB97M-V/def2-TZVPD) of a gas-phase ion, C3H2NO5S (charge -1).

CARTESIAN COORDINATES (ANGSTROEM)
C  -0.068  0.462  -0.430
O  2.778  -1.190  -0.711
N  -0.872  1.341  0.151
C  -1.882  -0.628  -0.207
S  2.278  -0.211  0.189
O  3.220  0.770  0.735
C  -2.031  0.636  0.312
O  1.400  -0.673  1.240
O  1.149  0.674  -0.921
O  -0.617  -0.726  -0.595
H  -2.497  -1.468  -0.496
H  -2.858  1.013  0.735

Total charge: -1
Molar mass, g mol⁻¹: 164.118
HOMO level, eV: -5.2
SMILES: O=S(=O)([O-])Oc1ncco1
Frontier orbital gap, eV: 8.94

*B*
The following is a DFT calculation (wB97M-V/def2-TZVPD) of a molecular structure, C3H2NO5S.

CARTESIAN COORDINATES (ANGSTROEM)
S  -0.496  1.428  0.724
C  0.923  -0.639  -1.409
O  -1.135  1.530  -0.552
O  -1.364  1.491  1.855
O  1.429  0.016  -0.459
O  0.713  2.259  0.840
N  -0.172  -1.309  -1.339
H  1.259  -0.618  -2.500
C  0.127  -0.343  0.784
C  -0.606  -1.367  0.042
O  -1.515  -2.035  0.412
H  0.836  -0.414  1.601

Total charge: -1
Molar mass, g mol⁻¹: 164.118
HOMO level, eV: -5.7
Frontier orbital gap, eV: 9.40

Ordering by calculated energy gives the sequence *A*, *B*, with the first entry being the most stable.

*A*
The following is a DFT calculation (wB97M-V/def2-TZVPD) of 2 unconnected molecules or ions with the total composition CH4Cl2SSi.

CARTESIAN COORDINATES (ANGSTROEM)
S  0.437  0.216  2.481
Si  0.831  0.980  0.536
Cl  -1.967  0.500  -1.894
H  0.459  -1.069  2.138
Cl  -0.002  -1.617  -2.220
H  0.518  2.386  0.487
C  -0.895  -0.639  -1.097
H  2.085  0.500  -0.017
H  -1.467  -1.257  -0.413

Total charge: 0
Molar mass, g mol⁻¹: 147.102
HOMO level, eV: -8.1
Frontier orbital gap, eV: 7.46

*B*
The following is a DFT calculation (wB97M-V/def2-TZVPD) of 2 unconnected molecules or ions with the total composition CH4Cl2SSi.

CARTESIAN COORDINATES (ANGSTROEM)
C  0.002  -0.803  -0.106
H  0.796  -0.074  -0.158
Cl  -2.987  -0.378  -1.446
Si  -1.700  -0.068  0.011
S  -0.544  3.037  -0.294
H  -1.724  3.357  -0.536
H  -0.011  -1.040  -1.221
Cl  -2.658  -0.139  1.873
H  0.299  -1.668  0.406

Total charge: 0
Molar mass, g mol⁻¹: 147.102
HOMO level, eV: -8.3
Frontier orbital gap, eV: 6.87

Ordering by calculated energy gives the sequence *B*, *A*, with the first entry being the most stable.